# 1
A structure of composition C19H43LaN2OP3Se at a distorted geometry, computed with ωB97M-V/def2-TZVPD.

Computed properties:
Orbital gap (alpha / beta)   3.81 / 3.52 eV
E_tot   -119468.56191 eV
Net charge   +3
Spin multiplicity   1
E_LUMO (alpha / beta)   -0.4102 / -0.4206 hartree

```
70
Properties=species:S:1:pos:R:3:forces:R:3:lowdin_charge:R:1
La 0.1495 0.4630 0.9215 -1.63 2.35 4.21 1.04
P 2.1831 0.9393 2.4083 3.36 0.67 2.01 0.65
P 0.7729 2.3511 -0.6670 1.83 1.83 -2.93 0.55
P -0.0727 -1.9125 1.7588 0.82 -3.98 0.32 0.55
H -2.3766 -2.8753 -7.8982 -0.29 -0.28 0.13 0.05
C -3.0730 -3.5439 -7.3792 -0.54 0.24 0.20 -0.11
C -4.3681 -3.2255 -7.2298 0.59 -0.09 0.04 -0.07
H -4.7756 -2.2842 -7.6184 0.18 -0.44 0.13 0.05
C 3.7742 0.4027 1.7996 0.42 -0.25 -0.38 -0.22
C 2.3404 2.6941 2.7161 -0.17 0.78 -0.05 -0.22
C 2.0743 0.2461 4.0419 -0.39 -0.45 0.81 -0.22
C -0.2395 2.1775 -2.1384 -0.34 0.14 -0.56 -0.23
C 0.4987 4.0090 -0.1289 -0.29 1.27 0.51 -0.24
C 2.4508 2.3831 -1.2536 0.74 0.27 -0.79 -0.27
C -1.2249 -2.7652 0.6876 -0.54 -0.35 -0.26 -0.22
C -0.6946 -2.0926 3.3977 -0.62 -0.04 1.18 -0.23
C 1.3945 -2.9182 1.7576 0.39 -0.91 0.14 -0.26
H -2.6701 -4.4905 -7.0011 -0.19 0.31 -0.20 0.05
H -5.0690 -3.8986 -6.7215 0.31 0.28 -0.26 0.05
H 4.5154 0.7758 2.5096 0.22 -0.10 -0.12 0.09
H 3.9803 0.7893 0.7958 0.06 -0.02 0.24 0.04
H 3.8111 -0.6911 1.7515 0.10 0.18 0.08 0.06
H 3.0825 2.7994 3.5151 -0.06 0.17 -0.08 0.09
H 1.3901 3.1366 3.0437 0.25 -0.14 0.04 0.06
H 2.6843 3.2337 1.8278 0.04 -0.09 0.17 0.06
H 2.9633 0.6021 4.5721 -0.08 -0.12 0.15 0.09
H 2.0764 -0.8490 4.0283 0.12 0.21 0.01 0.05
H 1.1745 0.5870 4.5717 0.26 -0.02 -0.13 0.07
H -0.2190 3.1545 -2.6280 -0.19 -0.14 -0.29 0.08
H -1.2794 1.8999 -1.9042 0.25 0.20 -0.16 0.05
H 0.1796 1.4113 -2.7977 -0.09 0.18 0.05 0.06
H 1.2172 4.6083 -0.6923 -0.20 0.36 0.14 0.08
H 0.6679 4.1590 0.9451 -0.05 0.05 -0.31 0.05
H -0.5163 4.3349 -0.3759 0.18 0.08 0.09 0.07
H 2.5159 3.2973 -1.8436 0.56 -0.03 -0.20 0.07
H 2.6657 1.5053 -1.8820 0.00 0.44 0.18 0.03
H 3.1760 2.4215 -0.4331 -0.13 0.10 -0.20 0.04
H -1.4801 -3.6908 1.2120 -0.23 -0.09 -0.31 0.08
H -0.7562 -2.9893 -0.2764 -0.07 -0.02 0.18 0.05
H -2.1345 -2.1770 0.4998 0.15 -0.25 0.13 0.07
H -0.7010 -3.1700 3.5751 -0.17 0.00 0.35 0.08
H -1.7106 -1.6987 3.5209 0.20 -0.09 -0.05 0.08
H -0.0427 -1.6083 4.1340 -0.17 -0.19 -0.13 0.05
H 1.1273 -3.7871 2.3593 0.53 -0.36 -0.09 0.07
H 2.2601 -2.4118 2.1999 -0.20 -0.16 -0.01 0.04
H 1.6497 -3.2131 0.7326 -0.03 -0.07 0.32 0.04
C 0.8331 -1.5402 -2.2833 0.01 -0.45 -0.59 -0.61
C -0.4999 -1.1976 -2.6148 -0.23 0.00 -0.06 -0.14
C -1.1366 -1.7681 -3.7119 -0.08 0.39 0.51 -0.02
C -0.4693 -2.7003 -4.5134 0.49 -0.13 0.11 0.02
C 0.8527 -3.0530 -4.1971 -0.04 0.00 0.04 -0.01
C 1.4905 -2.4849 -3.1050 0.19 -0.27 -0.30 -0.10
Se 1.8604 -0.8737 -0.8864 0.67 -0.99 -1.41 0.85
H -1.0696 0.1060 -0.1885 -4.35 -1.18 -3.91 -0.06
H -1.0228 -0.4721 -1.9936 -0.04 -0.20 -0.26 0.04
H -2.1637 -1.4860 -3.9473 0.29 -0.08 0.06 0.13
H -0.9686 -3.1488 -5.3733 0.09 0.16 0.23 0.11
H 1.3852 -3.7763 -4.8102 -0.11 0.14 0.12 0.13
H 2.5144 -2.7563 -2.8566 -0.18 -0.02 -0.18 0.11
C -2.1971 2.2503 4.9656 -0.25 0.25 0.08 0.01
N -2.5814 2.7254 3.6198 0.65 -0.51 -0.47 0.08
C -2.0046 2.2993 2.5067 0.81 -0.77 0.38 -0.50
N -2.4018 2.7423 1.2775 0.51 -0.43 0.84 0.21
O -1.0290 1.4281 2.5790 -2.06 1.83 0.55 -0.29
H -1.3905 1.5206 4.9248 -0.16 0.15 -0.28 0.07
H -3.0664 1.7912 5.4349 0.05 0.04 0.01 0.11
H -1.8750 3.1049 5.5604 -0.05 -0.06 -0.01 0.10
H -3.3275 3.3953 3.5575 -0.22 0.16 0.05 0.17
H -1.9612 2.3927 0.4274 -0.59 0.38 0.56 0.07
H -3.1433 3.4119 1.2140 -0.27 0.20 -0.35 0.13
```
Forces are in eV/Å.


# 2
A structure of composition C19H43NO8Si4W at a distorted geometry, computed with ωB97M-V/def2-TZVPD.

Computed properties:
Orbital gap   7.46 eV
E_tot   -71596.27837 eV
Net charge   +2
Spin multiplicity   1
E_LUMO   -0.2602 hartree

```
76
Properties=species:S:1:pos:R:3:forces:R:3:lowdin_charge:R:1
W -0.1042 1.2391 1.0049 1.25 1.96 -0.32 1.77
O -2.1556 1.0797 1.0538 -0.75 -0.61 0.61 -0.31
C -2.9428 2.2064 1.5744 0.25 0.43 -0.32 -0.08
C -2.4474 3.3700 0.7192 -0.02 -0.20 0.29 -0.08
N -0.9382 3.4243 0.6762 -0.36 -0.41 -0.14 -0.20
C -0.5291 3.8030 -0.6959 -0.34 0.04 -0.11 -0.04
C -0.8112 2.5562 -1.5227 0.00 -0.16 -0.23 -0.51
O -1.4943 2.4709 -2.4902 0.12 0.14 0.06 0.18
O -0.2048 1.4577 -0.9635 -0.49 -0.12 -0.42 -0.34
C -0.3643 4.2531 1.7742 0.20 0.21 0.19 -0.02
C 0.2174 3.3048 2.8497 -0.39 -0.01 -0.68 -0.57
O 1.1602 3.5240 3.5428 -0.02 0.20 0.02 0.17
O -0.4783 2.1706 2.7598 0.34 -0.71 0.54 -0.19
H -2.5516 0.2083 1.2855 -0.15 0.21 -0.15 0.01
H -2.7560 2.3146 2.6376 0.05 0.01 -0.01 0.13
H -3.9926 1.9829 1.3922 0.02 0.07 -0.10 0.15
H -2.8449 4.3216 1.0726 0.02 -0.02 0.04 0.15
H -2.8057 3.2248 -0.2995 -0.01 -0.03 0.01 0.13
H 0.5299 4.0392 -0.7196 0.02 0.01 -0.03 0.14
H -1.1133 4.6325 -1.0964 0.04 0.01 0.08 0.16
H -1.1476 4.8526 2.2398 0.05 0.05 -0.01 0.15
H 0.3892 4.9404 1.3908 0.00 -0.06 -0.02 0.15
C 3.8584 1.5684 1.3470 -0.03 0.11 -0.09 0.03
C 2.7108 1.3699 0.3763 0.12 -0.28 0.11 -0.45
C 3.1581 1.3295 -1.0615 -0.14 0.05 -0.03 0.02
O 1.7175 2.4826 0.5312 0.09 -0.18 -0.15 -0.10
C 1.7885 0.2293 0.8207 -0.03 0.32 0.37 -0.59
O 2.2386 -1.0076 0.6457 0.29 0.08 -0.67 -0.13
O 1.2967 0.5546 2.0682 -0.27 -0.77 0.60 -0.18
H 4.4284 2.4599 1.0767 0.00 0.00 0.00 0.11
H 4.5355 0.7179 1.2782 -0.01 -0.03 0.01 0.12
H 3.5077 1.6581 2.3750 -0.01 -0.02 0.01 0.11
H 3.6714 2.2574 -1.3131 0.00 0.00 0.00 0.11
H 2.3189 1.1924 -1.7435 -0.01 -0.02 0.01 0.08
H 3.8607 0.5114 -1.1959 0.04 -0.05 0.00 0.10
H 2.0497 3.0961 1.2107 -0.07 -0.17 0.11 0.13
C 2.3885 -2.2792 3.2369 -0.29 -0.04 -0.16 -0.13
Si 1.9642 -2.4737 1.4390 0.10 -0.22 0.48 0.46
C 3.0233 -3.7304 0.5933 -0.15 0.14 -0.11 -0.13
C 0.1438 -2.8817 1.1400 0.12 -0.34 -0.16 -0.18
Si -0.6298 -0.7952 -0.5683 0.54 0.30 0.09 0.82
Si 0.5846 -1.5698 -2.5364 -0.36 0.07 -0.04 0.47
C 2.4463 -1.7643 -2.5823 -0.25 0.05 0.02 -0.17
C -0.0138 -0.2378 -3.7197 0.19 -0.30 0.00 -0.20
C -0.2488 -3.2117 -2.8945 0.19 0.16 -0.04 -0.20
Si -2.9707 -1.4273 -0.4627 0.20 -0.01 -0.39 0.46
C -3.9091 -0.1249 -1.4424 -0.03 -0.21 0.25 -0.18
C -3.4680 -1.4887 1.3826 -0.03 0.00 -0.11 -0.19
C -3.2350 -3.1380 -1.1686 -0.17 0.20 0.21 -0.19
H 2.3039 -3.2465 3.7369 0.03 -0.02 0.02 0.05
H 1.7314 -1.5786 3.7539 0.03 0.02 -0.01 0.04
H 3.4169 -1.9361 3.3560 0.03 0.01 -0.02 0.05
H 2.9120 -4.6988 1.0829 -0.01 -0.03 0.05 0.06
H 4.0802 -3.4667 0.6211 0.03 0.04 0.03 0.06
H 2.7301 -3.8554 -0.4493 0.03 -0.03 -0.06 0.03
H -0.1708 -3.6683 1.8327 -0.08 0.05 0.05 0.08
H -0.0271 -3.3086 0.1405 0.07 0.11 0.07 0.02
H -0.5516 -2.0530 1.3244 -0.06 0.06 0.20 -0.03
H 2.9693 -1.4843 -1.6769 0.03 0.02 0.11 0.00
H 2.8248 -1.1605 -3.4096 0.04 0.00 0.01 0.05
H 2.6723 -2.8084 -2.7998 0.03 -0.03 -0.01 0.04
H 0.4638 0.7233 -3.5371 0.03 0.02 0.00 0.03
H -1.0927 -0.0856 -3.7297 -0.03 -0.01 0.05 0.03
H 0.2822 -0.5733 -4.7185 -0.03 0.05 -0.05 0.06
H -0.1298 -3.9493 -2.0998 0.01 -0.01 0.01 0.03
H 0.2462 -3.6180 -3.7813 -0.01 -0.03 -0.01 0.05
H -1.3056 -3.1149 -3.1304 0.01 0.03 0.00 0.02
H -3.5797 0.9003 -1.2746 0.02 -0.01 0.02 0.01
H -4.9694 -0.1934 -1.1862 -0.04 0.03 -0.06 0.05
H -3.8182 -0.3293 -2.5093 0.02 0.01 -0.04 0.05
H -2.7782 -1.1425 2.1634 0.02 -0.06 0.04 0.04
H -3.6041 -2.5445 1.6233 -0.01 -0.03 0.00 0.06
H -4.4342 -1.0047 1.5431 -0.03 0.00 0.02 0.06
H -3.1960 -3.1631 -2.2548 -0.01 0.04 -0.01 0.03
H -4.2491 -3.4221 -0.8705 -0.01 -0.08 -0.05 0.05
H -2.5578 -3.8919 -0.7690 0.04 0.02 0.02 0.04
```
Forces are in eV/Å.


# 3
A structure of composition C19H43OP3RhS at a distorted geometry, computed with ωB97M-V/def2-TZVPD.

Computed properties:
Orbital gap (alpha / beta)   7.50 / 4.30 eV
⟨S²⟩   6.0284
E_tot   -64128.72009 eV
Net charge   +3
Spin multiplicity   5
E_LUMO (alpha / beta)   -0.3441 / -0.4623 hartree

```
68
Properties=species:S:1:pos:R:3:forces:R:3:lowdin_spin:R:1
Rh -0.2046 0.4973 -1.1236 -0.09 -1.68 0.92 1.78
P 2.2041 1.0915 1.2911 0.71 -0.10 1.17 0.09
P -1.6434 1.4645 0.2637 -2.36 1.15 2.51 0.20
P 0.7690 1.6577 -2.6652 2.22 1.90 -2.54 0.20
H -1.3570 -3.2542 2.6165 0.23 -0.01 -0.42 0.00
C -0.9214 -3.5922 1.6710 0.47 0.13 -0.34 0.00
C 0.3977 -3.7402 1.4661 -0.51 0.23 -0.14 0.00
H 1.1598 -3.4339 2.1912 -0.39 -0.39 -0.05 0.00
C 1.9389 -0.0057 2.7006 -0.30 -0.36 -0.03 0.01
C 2.1497 2.7990 1.8923 -0.43 0.30 -0.55 0.01
C 3.8785 0.7600 0.7158 -0.12 -0.13 -0.71 0.01
C -3.3476 0.7908 0.1435 0.19 -0.15 -0.28 0.04
C -1.3756 1.3205 2.0687 0.31 -0.15 0.00 0.05
C -1.8273 3.2535 -0.0317 0.13 -0.10 -0.18 0.03
C 1.9933 0.6423 -3.5492 0.20 -0.12 0.07 0.06
C 1.7316 3.0952 -2.1158 0.04 0.16 0.19 0.05
C -0.2325 2.3157 -4.0440 -0.48 -0.04 0.19 0.03
H -1.6454 -3.8090 0.8740 0.33 -0.23 0.46 0.00
H 0.7717 -4.1980 0.5408 -0.17 0.32 0.34 0.00
H 2.5223 -0.9271 2.5569 -0.17 0.29 0.01 0.00
H 0.8861 -0.2865 2.8280 0.19 0.08 0.13 0.00
H 2.2797 0.4932 3.6225 -0.07 -0.08 -0.37 0.00
H 1.1323 3.0904 2.1871 0.36 -0.09 -0.01 0.00
H 2.4930 3.4914 1.1107 -0.04 -0.17 0.21 0.00
H 2.8135 2.8887 2.7640 -0.12 -0.18 -0.23 0.00
H 4.0325 -0.3246 0.6519 -0.02 0.25 0.00 0.00
H 4.6057 1.1840 1.4193 -0.24 -0.03 -0.04 0.00
H 4.0396 1.1996 -0.2765 0.11 -0.04 0.25 0.00
H -3.9689 1.2573 0.9199 0.19 -0.02 -0.22 0.01
H -3.3333 -0.2942 0.3129 0.00 0.25 -0.05 0.00
H -3.7801 0.9928 -0.8423 0.02 -0.03 0.18 0.00
H -2.2837 1.6465 2.5919 0.19 0.02 -0.15 0.01
H -0.5384 1.9484 2.3954 -0.25 -0.16 -0.02 0.00
H -1.1799 0.2807 2.3663 -0.13 0.20 -0.04 0.00
H -2.7753 3.6011 0.3976 0.20 -0.05 -0.07 0.01
H -1.8264 3.4433 -1.1119 -0.08 0.11 0.22 0.00
H -0.9971 3.7977 0.4347 -0.16 -0.07 -0.14 0.00
H 2.0722 1.0033 -4.5834 0.15 -0.10 0.27 0.01
H 1.6872 -0.4085 -3.5550 0.17 0.20 -0.14 0.01
H 2.9584 0.7442 -3.0402 -0.10 -0.18 -0.21 0.00
H 1.8923 3.7446 -2.9887 0.18 -0.10 0.37 0.01
H 2.6951 2.7454 -1.7202 -0.20 0.23 -0.10 0.00
H 1.1979 3.6587 -1.3382 0.13 -0.05 -0.26 0.00
H -0.0532 1.6886 -4.9300 -0.17 0.22 0.29 0.00
H 0.1087 3.3435 -4.2373 -0.24 -0.35 -0.05 0.00
H -1.3018 2.3065 -3.8070 0.19 0.17 -0.20 0.00
C -1.0784 -1.6292 -3.5073 -0.52 0.56 0.08 0.21
C -1.7780 -1.9509 -4.6989 -0.26 -0.50 -0.74 0.12
C -1.3098 -2.9495 -5.5411 -0.53 0.53 0.10 0.01
C -0.1341 -3.6464 -5.2218 -0.32 -0.06 -0.38 0.20
C 0.5452 -3.3493 -4.0370 0.26 0.74 1.33 0.04
C 0.0714 -2.3607 -3.1674 0.85 -1.06 -0.44 0.09
S -1.7310 -0.3592 -2.5313 -0.70 -1.83 -1.28 0.64
H 1.1822 0.8608 0.2123 1.02 0.33 0.93 0.06
H -2.6879 -1.3972 -4.9242 0.16 -0.20 -0.09 0.00
H -1.8657 -3.1948 -6.4468 0.19 0.10 0.24 0.00
H 0.2312 -4.4283 -5.8941 -0.10 0.27 0.29 0.01
H 1.4500 -3.8988 -3.7758 -0.26 0.13 -0.07 0.00
H 0.5738 -2.1517 -2.2256 0.01 -0.16 -0.14 0.00
C -2.2618 -1.6040 6.3724 -0.12 0.04 -0.21 0.00
C -0.8949 -1.2337 5.8391 0.24 0.10 0.50 0.00
O -0.7717 -1.2864 4.4093 0.02 -0.59 -0.59 0.00
H -3.0411 -1.0093 5.8891 0.05 -0.01 0.08 0.00
H -2.2895 -1.4030 7.4454 -0.03 -0.04 -0.07 0.00
H -2.4972 -2.6610 6.2234 0.08 0.06 -0.01 0.00
H -0.6544 -0.2000 6.0966 -0.01 -0.09 0.07 0.00
H -0.1323 -1.8844 6.2850 -0.04 0.18 -0.02 0.00
H -0.7436 -2.2267 4.1646 -0.07 0.48 0.15 0.00
```
Forces are in eV/Å.


What is the formula in the third record?
C19H43OP3RhS